Entry 1:
{"formula": "C8H21NOP2SeV", "method": "ωB97M-V/def2-TZVPD", "spin_multiplicity": 3, "charge": 1, "lumo_energy_ev": [-4.19, -5.36], "elements": ["Se", "V", "H", "C", "H", "H", "H", "C", "P", "H", "C", "C", "C", "H", "H", "H", "C", "H", "C", "H", "N", "O", "H", "H", "H", "H", "H", "H", "P", "H", "H", "C", "H", "H", "H"], "coordinates": [[0.000, 0.000, 5.070], [0.000, 0.000, 0.000], [-0.861, 2.275, -2.686], [-1.487, 3.278, 0.191], [0.923, 2.320, -2.646], [-2.400, 2.819, -0.224], [-2.415, -2.749, -0.502], [0.188, -2.727, -2.216], [-0.022, -2.314, -0.430], [-0.956, 0.411, 0.967], [1.288, -3.344, 0.370], [-1.564, -3.237, 0.000], [1.390, 3.303, 0.259], [-1.533, 3.213, 1.291], [-1.505, -4.296, -0.309], [1.189, -3.262, 1.465], [0.009, 2.745, -2.201], [1.219, -4.404, 0.068], [0.000, 0.000, 3.316], [1.406, 3.211, 1.357], [0.000, 0.000, 2.000], [2.449, -0.005, 1.888], [1.318, 4.369, -0.024], [-0.609, -2.221, -2.785], [2.274, -2.940, 0.085], [-0.012, 3.838, -2.357], [-1.298, -0.003, -1.141], [-1.724, -3.182, 1.090], [-0.024, 2.318, -0.407], [-0.950, -0.481, 0.964], [0.143, -3.817, -2.386], [1.507, -0.002, 1.191], [2.328, 2.878, -0.134], [1.159, -2.332, -2.556], [-1.433, 4.338, -0.113]], "atomic_forces_ev_per_a": [[0.025, -0.005, -2.529], [3.839, -0.011, -4.412], [0.325, 0.231, 0.152], [-0.060, -0.380, 0.088], [-0.298, 0.240, 0.048], [0.320, 0.222, 0.167], [0.295, -0.227, 0.197], [0.004, 0.386, 0.025], [-0.197, -2.525, -0.454], [-5.267, 1.223, 1.002], [-0.008, 0.272, 0.039], [-0.047, 0.358, 0.080], [-0.018, -0.252, 0.042], [-0.020, 0.076, -0.398], [0.095, 0.516, 0.115], [0.065, -0.085, -0.379], [-0.015, -0.343, 0.035], [-0.025, 0.505, 0.109], [-0.305, 0.018, -4.524], [0.030, 0.088, -0.381], [2.024, 0.156, 10.253], [-1.370, 0.002, -1.453], [-0.024, -0.509, 0.105], [0.288, -0.251, 0.171], [-0.314, -0.221, 0.124], [0.055, -0.499, 0.145], [0.446, 0.003, 0.105], [0.022, -0.072, -0.405], [-0.169, 2.563, -0.488], [-4.851, -1.430, 0.595], [0.051, 0.496, 0.162], [5.605, -0.018, 1.392], [-0.287, 0.229, 0.162], [-0.309, -0.233, 0.016], [0.098, -0.521, 0.095]]}

***

Entry 2:
{"formula": "C9H18Cl3FeO3", "method": "ωB97M-V/def2-TZVPD", "spin_multiplicity": 6, "relative_energy_kcal_mol": 34.60, "charge": 0, "lumo_energy_ev": [0.04, -1.22], "elements": ["H", "Cl", "C", "H", "H", "H", "Cl", "H", "H", "Fe", "O", "C", "H", "C", "H", "O", "C", "C", "C", "H", "H", "H", "H", "C", "Cl", "H", "H", "O", "C", "H", "H", "C", "H", "H"], "coordinates": [[-13.026, -16.050, -4.227], [-18.281, -13.572, -6.964], [-18.800, -15.441, -3.718], [-17.849, -17.789, -9.699], [-18.322, -16.114, -9.496], [-18.564, -17.427, -2.793], [-14.809, -14.717, -7.820], [-20.081, -16.975, -2.830], [-20.440, -14.283, -3.106], [-16.354, -14.843, -6.055], [-17.858, -15.483, -4.452], [-19.469, -14.098, -3.565], [-19.224, -19.068, -7.073], [-18.376, -17.101, -9.037], [-18.998, -16.006, -1.669], [-17.302, -16.530, -6.952], [-18.178, -18.761, -7.068], [-14.669, -18.796, -5.726], [-19.119, -16.504, -2.631], [-14.538, -19.611, -5.014], [-19.439, -17.267, -9.212], [-13.940, -18.809, -6.536], [-18.802, -13.637, -2.837], [-12.983, -17.056, -4.642], [-15.453, -13.325, -4.449], [-19.495, -13.454, -4.445], [-17.567, -19.347, -7.755], [-15.342, -16.502, -5.230], [-17.955, -17.377, -7.609], [-17.786, -18.779, -6.052], [-15.707, -18.724, -6.048], [-14.424, -17.393, -5.132], [-12.648, -17.834, -3.956], [-12.288, -17.097, -5.481]], "atomic_forces_ev_per_a": [[0.308, -0.183, 0.146], [1.119, -0.692, 0.472], [-0.362, 1.371, 1.415], [0.052, -0.170, 0.035], [0.963, 0.322, 0.914], [1.109, 0.492, 0.402], [-0.759, -0.174, 0.940], [-0.783, 0.943, 0.502], [-0.141, 0.571, -0.007], [-0.205, 1.817, -0.386], [1.501, -1.630, -1.205], [-0.639, -0.842, 0.577], [0.109, -0.033, -0.283], [-0.740, 0.034, -0.549], [-0.242, -0.475, 0.046], [-1.888, -2.419, -1.444], [0.256, 0.874, 0.145], [-0.500, 1.933, 0.836], [0.022, -0.371, -2.031], [0.257, 0.108, -0.083], [-0.200, -0.747, 0.449], [-0.183, -0.517, -0.193], [-0.113, 0.332, 0.228], [-1.869, -0.049, -0.279], [-0.577, -0.957, -0.909], [0.061, -0.444, -0.088], [-0.184, -0.632, 0.197], [3.595, -3.397, 0.828], [1.405, 2.953, 0.536], [-0.069, -0.221, -0.122], [0.310, -0.493, -0.372], [-1.327, 2.379, -0.743], [-0.086, 0.191, 0.263], [-0.199, 0.129, -0.237]]}

***

Question: Among the records above, which one has the highest charge?
Answer: C8H21NOP2SeV